[1]
Molecular formula: C29H43AsBrNO3Si3Tc
Method: DFT, the ωB97M-V functional and the def2-TZVPD basis

```
82
Properties=species:S:1:pos:R:3:forces:R:3:lowdin_charge:R:1
Tc 0.099 0.505 -0.602 -4.8607 2.4446 -0.8746 0.930
O -0.525 -2.470 5.380 -0.1237 0.0364 -0.1978 0.080
C -0.459 -1.925 4.144 0.5367 0.2416 -0.5306 -0.298
C 0.755 -1.522 3.562 -0.5845 -0.3639 0.5836 0.010
C 0.740 -0.995 2.295 -0.0707 -0.0177 -0.0320 -0.126
N -0.366 -0.829 1.567 -0.5505 0.1438 0.0900 -0.006
C -1.519 -1.195 2.144 0.8897 0.1898 -0.5846 -0.709
Br -3.082 -0.955 1.121 -0.1275 -0.0722 0.1024 0.832
C -1.625 -1.756 3.399 0.1049 -0.1579 0.5146 -0.046
H 0.367 -2.587 5.730 -0.0810 0.0459 -0.0231 0.114
H 1.685 -1.636 4.098 0.1442 0.0179 0.0410 0.115
H 1.665 -0.692 1.829 0.0270 -0.0088 -0.0171 0.092
H -2.576 -2.067 3.800 -0.0763 0.0296 0.0070 0.113
C 2.110 3.688 1.624 -0.1242 -0.1188 -0.2107 -0.010
C 2.009 2.404 0.823 -2.2022 1.0406 -0.5406 -0.337
O 0.871 2.213 0.281 2.0695 0.0642 1.8441 -0.141
C 3.124 1.536 0.721 0.9189 -1.3196 -0.3186 -0.103
C 4.398 1.931 1.204 -0.3578 -0.0361 -0.1156 -0.034
C 5.480 1.096 1.170 0.2711 0.1589 0.1598 -0.099
C 5.341 -0.204 0.678 -0.4032 -0.0253 -0.1635 -0.066
C 4.139 -0.620 0.157 0.4236 -0.2000 0.0653 -0.020
C 3.014 0.228 0.116 0.0344 0.9582 0.3261 -0.357
O 1.925 -0.208 -0.421 1.6679 -0.8224 0.1310 -0.351
H 1.106 4.086 1.757 0.0613 -0.0386 -0.0642 0.087
H 2.711 4.428 1.097 0.0915 0.0534 0.0011 0.091
H 2.555 3.511 2.601 0.0742 -0.0054 0.0215 0.084
H 4.525 2.932 1.586 -0.0248 0.0952 0.1102 0.105
H 6.442 1.435 1.527 -0.0049 0.0357 0.0455 0.099
H 6.187 -0.876 0.700 0.0510 -0.0902 -0.0527 0.106
H 4.024 -1.618 -0.243 -0.0263 -0.0181 -0.0198 0.098
C -1.490 1.406 -0.958 3.7264 -2.8156 0.7627 -0.233
C -2.453 2.325 -1.346 -1.1115 1.5697 -0.5659 -0.350
C -3.824 2.239 -1.022 0.6361 -0.1411 -0.0349 -0.061
C -4.704 3.196 -1.471 -0.2519 0.3222 -0.1533 -0.090
C -4.265 4.260 -2.252 0.0837 -0.0579 0.0023 -0.090
C -2.911 4.384 -2.548 -0.2486 0.2836 -0.1441 -0.092
C -2.017 3.445 -2.102 -0.0758 -0.6052 0.3369 -0.052
H -4.171 1.415 -0.418 -0.0278 -0.0819 0.0696 0.071
H -5.749 3.127 -1.208 -0.1159 -0.0472 -0.0218 0.100
H -4.969 4.983 -2.635 -0.0728 0.0871 0.0500 0.096
H -2.550 5.221 -3.130 -0.0673 0.0484 -0.0448 0.101
H -0.963 3.534 -2.317 0.1142 -0.0218 -0.0474 0.102
C 1.898 -3.556 -0.892 -0.1870 0.5196 -0.4475 -0.205
Si 1.720 -2.625 -2.557 0.4902 -0.7200 -0.2732 0.368
C 3.354 -1.744 -3.034 -0.6611 -0.0571 0.2378 -0.203
C 1.368 -3.931 -3.917 0.0235 0.5664 0.5201 -0.212
As -0.058 -1.054 -2.484 -0.5013 -0.8563 -0.7342 0.770
Si 0.212 0.215 -4.487 0.1729 0.6125 -0.4666 0.365
C 1.313 1.684 -3.964 -0.4009 -0.5168 0.0183 -0.222
C -1.505 0.872 -5.010 0.6241 -0.3679 0.3965 -0.201
C 1.016 -0.691 -5.980 -0.3527 0.1754 0.7454 -0.206
Si -2.092 -2.240 -2.916 -0.2797 -0.5226 0.0625 0.368
C -3.548 -1.050 -2.612 0.6707 -0.2155 -0.0832 -0.219
C -2.170 -2.976 -4.689 0.1181 0.3549 0.6925 -0.206
C -2.157 -3.645 -1.619 0.1398 0.5830 -0.4524 -0.215
H 2.858 -4.058 -0.809 0.1989 -0.0634 -0.1395 0.026
H 1.124 -4.308 -0.768 -0.1659 -0.0932 -0.0763 0.013
H 1.814 -2.862 -0.061 -0.0276 0.1688 0.1258 -0.002
H 4.233 -2.320 -2.756 0.0348 -0.2132 0.0742 0.029
H 3.423 -0.783 -2.534 0.0181 0.1641 0.0824 0.003
H 3.406 -1.563 -4.104 -0.0656 -0.0283 -0.1791 0.009
H 2.238 -4.550 -4.111 0.2542 -0.1050 0.0339 0.025
H 1.090 -3.449 -4.848 -0.0487 0.1108 -0.1892 0.004
H 0.554 -4.587 -3.626 -0.1994 -0.1168 0.0813 0.013
H 0.973 2.027 -2.984 -0.0061 0.0146 0.0621 -0.018
H 1.266 2.524 -4.648 -0.0864 0.1213 -0.2858 0.023
H 2.354 1.390 -3.870 0.1944 -0.1282 0.0479 0.017
H -2.039 1.224 -4.132 -0.1146 0.0869 0.1608 0.007
H -2.098 0.096 -5.481 -0.1438 -0.2100 -0.0846 0.014
H -1.429 1.701 -5.707 0.1545 0.1559 -0.1437 0.028
H 2.000 -1.080 -5.744 0.1748 -0.0428 0.1110 0.001
H 1.127 -0.011 -6.817 -0.0360 0.2712 -0.1487 0.025
H 0.408 -1.524 -6.315 -0.1667 -0.1759 -0.0636 0.005
H -3.897 -0.573 -3.520 -0.0110 0.0986 -0.2589 0.023
H -3.221 -0.270 -1.931 0.0662 0.0947 0.0867 -0.041
H -4.392 -1.551 -2.152 -0.1513 -0.2846 0.0759 0.027
H -1.540 -2.414 -5.372 0.0857 0.0889 -0.1349 -0.010
H -3.184 -2.945 -5.072 -0.2666 0.0471 -0.0309 0.023
H -1.845 -4.010 -4.708 0.1498 -0.1930 0.0590 0.017
H -2.377 -3.225 -0.644 0.0448 0.1340 0.2241 -0.022
H -1.203 -4.162 -1.559 0.1407 -0.1040 -0.0092 -0.001
H -2.928 -4.377 -1.831 -0.2203 -0.1550 -0.2035 0.026
```
Forces are in eV/Å.

**Highest occupied orbital energy (spin up / spin down)**: -6.536 / -5.850 eV
**Multiplicity**: 2
**ΔE to the lowest compared entry with this formula, charge and spin**: 86.95 kJ/mol
**Gap between HOMO and LUMO (spin up / spin down)**: 6.58 / 5.82 eV
**E_LUMO (spin up / spin down)**: 0.049 / -0.031 eV
**Total charge**: 0

***

[2]
Molecular formula: C6H12O2
Method: DFT, the ωB97M-V functional and the def2-TZVPD basis

```
20
Properties=species:S:1:pos:R:3:forces:R:3:lowdin_charge:R:1
C 2.074 -0.800 -0.027 1.5298 -1.1813 2.0841 -0.042
C 1.082 0.287 0.093 0.9627 0.2216 -0.9076 -0.581
C 0.087 0.230 -1.039 -0.6203 -1.7103 -0.0649 -0.044
C -1.028 0.333 0.001 0.2929 -2.4871 0.2988 -0.548
C -2.068 -0.763 -0.116 -4.0238 2.2737 0.6070 -0.034
C 0.021 0.046 1.157 -0.8374 1.7176 -1.1822 0.001
H 2.672 -0.636 -0.904 0.5029 -0.2357 -0.3822 0.082
H 2.701 -0.846 0.899 0.0733 0.4786 -0.7737 0.103
H 1.668 -1.829 0.015 -0.3476 0.6289 -0.6521 0.096
H 1.895 1.895 -0.799 -0.2818 -0.5394 0.7405 0.107
H 0.143 1.103 -1.606 -0.0820 1.2222 -1.3878 0.101
H 0.127 -0.716 -1.672 -0.2304 1.2644 0.8481 0.153
H -2.839 -0.384 -0.865 1.0000 -0.7094 0.4137 0.105
H -1.823 -1.760 -0.338 1.0706 -1.0602 -0.5281 0.055
H -2.750 -0.864 0.802 1.1449 0.3637 -0.6980 0.102
H -2.035 1.659 0.799 -0.9905 0.6221 1.2286 0.083
H -0.061 0.759 1.949 0.2453 0.4934 0.5923 0.115
H 0.021 -0.950 1.546 -0.0883 -0.6395 0.0803 0.111
O 1.665 1.607 0.108 0.2578 -0.3131 0.3987 -0.005
O -1.551 1.630 -0.003 0.4219 -0.4101 -0.7156 0.040
```
Forces are in eV/Å.

**Highest occupied orbital energy**: -9.389 eV
**ΔE to the lowest compared entry with this formula, charge and spin**: 215.17 kJ/mol
**Gap between HOMO and LUMO**: 10.23 eV
**SMILES**: C[C@]1(O)C[C@@](C)(O)C1
**E_LUMO**: 0.837 eV
**Total charge**: 0